7
Properties=species:S:1:pos:R:3 method="wB97M-V/def2-TZVPD" spin_multiplicity=4 orbital_gap_ev="7.091 / 8.208" e_tot_ev=-19423.9034 total_charge=+2 homo_energy_ev="-18.94 / -19.05"
O -0.206 2.083 -1.677
C 0.151 1.524 -0.743
C 0.424 0.628 0.216
H -0.154 0.783 1.136
H -0.939 -3.263 1.357
H 1.484 0.351 0.263
Nd -0.761 -2.106 -0.552